(1)
{
  "formula": "CH9NO2",
  "method": "ωB97M-V/def2-TZVPD",
  "symbols": ["C", "N", "H", "H", "H", "H", "H", "O", "H", "H", "O", "H", "H"],
  "xyz": [[0.393, 0.749, -1.256], [-0.722, 0.735, -2.270], [0.693, -0.266, -0.915], [0.360, 1.566, -0.462], [1.235, 0.962, -1.905], [-0.725, 1.433, -3.056], [-1.656, 0.442, -2.058], [-0.808, 0.857, 4.741], [-0.580, 0.900, 3.791], [-1.125, 1.674, 4.788], [1.183, -2.896, -0.179], [0.356, -2.498, -0.383], [1.396, -3.658, -0.834]],
  "total_charge": 0,
  "gap_ev": 9.648,
  "energy_ha": -248.672872
}

(2)
{
  "formula": "C17H47F3N4O8S",
  "method": "ωB97M-V/def2-TZVPD",
  "symbols": ["O", "H", "H", "H", "C", "F", "F", "F", "S", "O", "O", "O", "C", "C", "C", "O", "C", "N", "H", "H", "H", "H", "H", "H", "H", "H", "H", "H", "H", "C", "C", "C", "O", "C", "N", "H", "H", "H", "H", "H", "H", "H", "H", "H", "H", "H", "C", "C", "C", "O", "C", "N", "H", "H", "H", "H", "H", "H", "H", "H", "H", "H", "H", "C", "C", "C", "O", "C", "N", "H", "H", "H", "H", "H", "H", "H", "H", "H", "H", "H"],
  "xyz": [[-0.516, 0.753, 0.321], [0.067, 1.200, -0.390], [-0.140, -0.100, 0.762], [-0.670, 1.413, 1.072], [-3.075, -0.478, 3.072], [-3.799, -1.499, 3.513], [-2.736, -0.665, 1.782], [-3.826, 0.622, 3.140], [-1.525, -0.336, 4.157], [-0.860, 0.894, 3.741], [-2.151, -0.288, 5.472], [-0.814, -1.585, 3.869], [2.293, 0.033, 2.403], [2.064, -0.910, 1.216], [2.991, -2.122, 1.396], [4.348, -1.738, 1.672], [5.222, -2.831, 1.733], [0.680, -1.410, 1.361], [2.142, -0.515, 3.332], [1.616, 0.880, 2.320], [3.331, 0.373, 2.383], [2.185, -0.370, 0.281], [3.106, -2.776, 0.523], [2.566, -2.734, 2.198], [5.864, -2.852, 0.848], [4.791, -3.832, 1.855], [5.842, -2.744, 2.631], [0.442, -2.171, 0.715], [0.585, -1.891, 2.256], [1.367, 2.855, -3.632], [1.140, 1.637, -2.720], [2.154, 0.572, -3.077], [1.911, -0.600, -2.310], [2.816, -1.618, -2.663], [1.286, 2.064, -1.307], [0.728, 3.705, -3.401], [1.337, 2.534, -4.676], [2.379, 3.255, -3.502], [0.157, 1.169, -2.810], [3.199, 0.860, -2.926], [1.962, 0.316, -4.126], [2.717, -2.445, -1.956], [3.865, -1.347, -2.484], [2.628, -1.957, -3.683], [0.884, 2.991, -1.176], [2.268, 2.258, -1.111], [-1.300, -2.338, -2.310], [-1.418, -3.032, -0.959], [-2.594, -3.991, -0.928], [-3.745, -3.416, -1.478], [-4.842, -4.304, -1.472], [-0.154, -3.719, -0.626], [-2.216, -1.834, -2.626], [-1.006, -3.066, -3.071], [-0.557, -1.541, -2.225], [-1.534, -2.232, -0.224], [-2.773, -4.267, 0.121], [-2.361, -4.941, -1.435], [-5.177, -4.595, -0.473], [-4.548, -5.232, -1.980], [-5.622, -3.804, -2.037], [-0.063, -4.552, -1.211], [0.648, -3.199, -0.979], [-1.221, 5.246, 2.548], [-1.434, 4.021, 1.630], [-1.528, 4.406, 0.178], [-1.618, 3.300, -0.677], [-2.081, 3.655, -1.960], [-0.373, 3.025, 1.903], [-0.171, 5.544, 2.623], [-1.522, 4.949, 3.552], [-1.736, 6.162, 2.246], [-2.323, 3.530, 2.033], [-0.702, 5.070, -0.136], [-2.385, 5.093, 0.103], [-3.157, 3.832, -1.997], [-1.831, 2.879, -2.680], [-1.584, 4.576, -2.288], [0.535, 3.490, 1.884], [-0.429, 2.710, 2.873]],
  "total_charge": 0,
  "gap_ev": 8.773,
  "energy_ha": -2194.575822
}

(3)
{
  "formula": "C33H65FIN6O8PS",
  "method": "ωB97M-V/def2-TZVPD",
  "symbols": ["C", "C", "C", "N", "C", "S", "O", "C", "F", "C", "C", "C", "C", "O", "C", "C", "O", "C", "C", "I", "C", "C", "C", "C", "C", "C", "N", "C", "P", "C", "O", "H", "H", "H", "H", "H", "H", "H", "H", "H", "H", "H", "H", "H", "H", "H", "H", "H", "H", "H", "H", "H", "H", "H", "H", "H", "H", "H", "H", "H", "H", "H", "H", "H", "H", "H", "H", "H", "C", "N", "C", "C", "O", "H", "H", "H", "H", "H", "H", "H", "C", "N", "C", "C", "O", "H", "H", "H", "H", "H", "H", "H", "C", "N", "C", "C", "O", "H", "H", "H", "H", "H", "H", "H", "C", "N", "C", "C", "O", "H", "H", "H", "H", "H", "H", "H"],
  "xyz": [[3.234, -0.415, 2.223], [1.903, 0.258, 1.857], [0.799, -0.261, 2.779], [-0.519, -0.286, 2.141], [-1.302, 0.946, 2.144], [-2.723, 0.776, 3.333], [-0.510, 2.063, 2.419], [-0.480, 2.571, 3.729], [0.817, 3.042, 3.887], [-1.395, 3.744, 3.989], [-1.054, 4.991, 3.167], [-2.316, 5.815, 2.878], [-2.061, 7.082, 2.083], [-2.312, 6.881, 0.686], [-1.140, 7.045, -0.095], [-1.857, 1.137, 0.629], [-0.795, 0.660, -0.187], [-1.033, 0.569, -1.570], [-0.096, 1.478, -2.354], [-0.477, 1.112, -4.444], [1.366, 1.327, -1.967], [2.030, 0.001, -2.357], [-3.091, 0.292, 0.415], [-2.892, -1.080, 0.190], [-4.024, -1.853, -0.054], [-5.288, -1.272, -0.075], [-5.485, 0.025, 0.162], [-4.404, 0.766, 0.388], [-2.159, 2.986, 0.431], [-2.964, 3.237, -1.202], [-0.650, 3.581, 0.095], [3.244, -0.734, 3.263], [4.068, 0.275, 2.105], [3.436, -1.269, 1.582], [1.616, 0.056, 0.834], [2.017, 1.321, 2.049], [0.830, 0.236, 3.751], [1.036, -1.305, 2.978], [-1.058, -0.992, 2.615], [-2.926, -0.544, 3.273], [-0.580, 1.785, 4.470], [-2.438, 3.462, 3.873], [-1.226, 3.994, 5.035], [-0.398, 5.631, 3.756], [-0.522, 4.759, 2.249], [-3.027, 5.165, 2.373], [-2.755, 6.061, 3.846], [-1.053, 7.463, 2.235], [-2.781, 7.834, 2.403], [-0.367, 6.341, 0.216], [-1.420, 6.892, -1.132], [-0.746, 8.058, 0.016], [-0.817, -0.459, -1.876], [-2.060, 0.762, -1.874], [-0.375, 2.517, -2.229], [1.387, 1.410, -0.883], [1.904, 2.174, -2.380], [2.985, 0.200, -2.835], [2.216, -0.621, -1.487], [1.440, -0.584, -3.057], [-1.894, -1.497, 0.215], [-3.926, -2.914, -0.234], [-6.148, -1.889, -0.289], [-4.579, 1.811, 0.593], [-2.433, 2.827, -2.061], [-2.984, 4.318, -1.339], [-3.992, 2.899, -1.227], [-0.678, 4.081, -0.725], [8.514, -2.516, 2.631], [7.278, -2.975, 2.026], [6.578, -2.408, 1.007], [7.125, -1.135, 0.407], [5.546, -2.923, 0.607], [9.290, -3.277, 2.528], [8.362, -2.321, 3.694], [8.858, -1.604, 2.157], [6.856, -3.817, 2.383], [6.455, -0.814, -0.384], [7.184, -0.348, 1.160], [8.116, -1.302, -0.016], [2.473, -3.508, -2.366], [1.804, -3.076, -1.149], [0.496, -3.179, -0.822], [-0.426, -3.825, -1.831], [0.087, -2.753, 0.250], [3.257, -4.225, -2.126], [2.933, -2.649, -2.856], [1.772, -3.970, -3.053], [2.364, -2.634, -0.435], [-1.434, -3.829, -1.425], [-0.426, -3.266, -2.767], [-0.122, -4.853, -2.029], [-9.312, 1.638, -1.364], [-8.078, 1.211, -1.993], [-7.749, 1.249, -3.311], [-8.783, 1.801, -4.268], [-6.662, 0.852, -3.697], [-9.108, 2.422, -0.633], [-9.778, 0.799, -0.845], [-10.010, 2.022, -2.101], [-7.348, 0.836, -1.400], [-8.373, 1.764, -5.273], [-9.695, 1.205, -4.237], [-9.023, 2.836, -4.023], [6.572, -7.723, -0.523], [6.232, -6.621, -1.402], [5.282, -6.580, -2.372], [4.453, -7.824, -2.589], [5.116, -5.567, -3.032], [6.430, -7.429, 0.519], [7.617, -8.007, -0.662], [5.949, -8.586, -0.728], [6.744, -5.759, -1.305], [3.746, -7.631, -3.389], [5.085, -8.666, -2.874], [3.900, -8.082, -1.684]],
  "total_charge": 0,
  "gap_ev": 8.296,
  "energy_ha": -3363.978795
}

(4)
{
  "formula": "C26H36AsN5PdSi2",
  "method": "ωB97M-V/def2-TZVPD",
  "symbols": ["Pd", "C", "C", "C", "C", "C", "N", "C", "C", "C", "C", "C", "C", "C", "N", "C", "C", "C", "N", "C", "C", "N", "C", "C", "C", "N", "H", "H", "H", "H", "H", "H", "H", "H", "H", "H", "H", "H", "H", "H", "H", "H", "H", "H", "C", "Si", "C", "C", "As", "Si", "C", "C", "C", "H", "H", "H", "H", "H", "H", "H", "H", "H", "H", "H", "H", "H", "H", "H", "H", "H", "H"],
  "xyz": [[-0.261, 0.956, -0.458], [3.531, 0.361, 6.217], [2.990, 0.184, 4.820], [3.101, -1.016, 4.129], [2.609, -1.157, 2.845], [1.940, -0.116, 2.146], [1.483, -0.244, 0.887], [1.149, -1.446, 0.348], [0.555, -2.520, 1.052], [0.204, -3.707, 0.436], [0.407, -3.918, -0.925], [-0.016, -5.194, -1.607], [0.987, -2.877, -1.639], [1.359, -1.690, -1.034], [2.030, -0.720, -1.841], [3.075, -0.963, -2.667], [3.404, 0.230, -3.264], [2.484, 1.152, -2.723], [1.665, 0.572, -1.868], [1.885, 1.126, 2.859], [2.392, 1.241, 4.142], [1.295, 2.296, 2.294], [0.630, 3.264, 2.974], [0.314, 4.246, 2.070], [0.828, 3.773, 0.846], [1.417, 2.599, 0.989], [3.803, -0.603, 6.651], [2.794, 0.825, 6.878], [4.425, 0.993, 6.236], [3.596, -1.859, 4.606], [2.725, -2.103, 2.332], [0.339, -2.371, 2.102], [-0.275, -4.486, 1.023], [-0.205, -5.978, -0.871], [0.755, -5.557, -2.294], [-0.933, -5.060, -2.188], [1.143, -2.977, -2.710], [3.503, -1.947, -2.753], [4.193, 0.410, -3.975], [2.375, 2.207, -2.924], [2.340, 2.208, 4.632], [0.367, 3.145, 4.011], [-0.261, 5.139, 2.252], [0.742, 4.203, -0.138], [-3.307, 2.306, -4.554], [-2.245, 1.241, -3.366], [-3.165, -0.424, -3.403], [-0.709, 0.845, -4.424], [-1.915, 2.418, -1.433], [-2.487, 0.709, 0.306], [-4.371, 1.089, 0.420], [-2.646, -1.186, 0.037], [-2.046, 0.956, 2.164], [-3.396, 1.850, -5.549], [-2.874, 3.306, -4.668], [-4.312, 2.432, -4.137], [-3.378, -0.708, -4.442], [-4.113, -0.369, -2.858], [-2.564, -1.214, -2.945], [-0.987, 0.588, -5.454], [-0.159, 0.004, -3.988], [-0.025, 1.699, -4.446], [-4.839, 0.895, -0.551], [-4.542, 2.143, 0.660], [-4.862, 0.462, 1.182], [-3.332, -1.380, -0.792], [-3.058, -1.670, 0.934], [-1.691, -1.656, -0.201], [-2.060, 2.023, 2.412], [-1.039, 0.580, 2.372], [-2.758, 0.438, 2.825]],
  "total_charge": -2,
  "gap_ev": 4.127,
  "energy_ha": -4228.805641
}

(5)
{
  "formula": "C14H12NO5S2",
  "method": "ωB97M-V/def2-TZVPD",
  "symbols": ["C", "C", "C", "C", "C", "S", "O", "O", "N", "C", "O", "S", "O", "O", "C", "C", "C", "C", "C", "C", "C", "C", "H", "H", "H", "H", "H", "H", "H", "H", "H", "H", "H", "H"],
  "xyz": [[1.415, 0.234, 4.844], [1.648, 0.714, 3.430], [1.461, 2.062, 3.109], [1.677, 2.512, 1.804], [2.076, 1.613, 0.816], [2.242, 2.149, -0.886], [1.461, 3.358, -1.021], [3.649, 2.152, -1.224], [1.334, 0.775, -1.752], [0.286, 0.953, -2.455], [-0.600, 1.731, -2.835], [-0.438, -0.552, -3.708], [-1.146, -0.291, -4.933], [0.783, -1.338, -3.753], [-1.751, -1.300, -2.681], [-1.752, -2.670, -2.469], [-2.720, -3.214, -1.611], [-3.680, -2.370, -1.018], [-3.693, -1.001, -1.308], [-2.731, -0.473, -2.175], [2.283, 0.280, 1.135], [2.072, -0.175, 2.435], [1.648, -0.837, 4.942], [2.046, 0.792, 5.555], [0.367, 0.388, 5.151], [1.139, 2.738, 3.912], [1.486, 3.551, 1.576], [-1.011, -3.317, -2.924], [-2.748, -4.291, -1.382], [-4.447, -2.782, -0.349], [-4.432, -0.333, -0.861], [-2.711, 0.585, -2.418], [2.556, -0.414, 0.354], [2.231, -1.228, 2.699]],
  "total_charge": -1,
  "gap_ev": 7.006,
  "energy_ha": -1768.007554
}

(6)
{
  "formula": "C35H28AsHfN4OS4Sb",
  "method": "ωB97M-V/def2-TZVPD",
  "symbols": ["Hf", "C", "C", "C", "C", "C", "C", "N", "C", "C", "C", "C", "C", "C", "N", "N", "C", "C", "C", "C", "C", "N", "H", "H", "H", "H", "H", "H", "H", "H", "H", "H", "H", "H", "H", "S", "Sb", "S", "S", "S", "O", "As", "C", "C", "C", "C", "C", "C", "C", "C", "C", "C", "C", "C", "C", "C", "C", "C", "C", "C", "H", "H", "H", "H", "H", "H", "H", "H", "H", "H", "H", "H", "H", "H", "H"],
  "xyz": [[-1.701, -0.003, -0.806], [-0.482, -5.236, 1.032], [-1.088, -4.876, -0.163], [-1.703, -3.643, -0.294], [-1.711, -2.756, 0.789], [-1.071, -3.107, 1.979], [-0.468, -4.346, 2.096], [-2.316, -1.504, 0.646], [-3.178, -1.039, 1.573], [-3.863, -1.867, 2.501], [-4.775, -1.342, 3.375], [-5.068, 0.032, 3.410], [-4.420, 0.872, 2.545], [-3.471, 0.355, 1.642], [-2.783, 1.151, 0.760], [-2.855, 2.431, 0.779], [-2.198, 3.020, -0.299], [-2.190, 4.414, -0.372], [-1.680, 5.009, -1.511], [-1.214, 4.207, -2.544], [-1.231, 2.833, -2.392], [-1.698, 2.244, -1.287], [-0.019, -6.208, 1.136], [-1.094, -5.559, -1.002], [-2.195, -3.374, -1.226], [-1.059, -2.409, 2.804], [0.013, -4.619, 3.024], [-3.679, -2.932, 2.476], [-5.301, -2.005, 4.045], [-5.812, 0.405, 4.096], [-4.621, 1.933, 2.518], [-2.613, 4.982, 0.441], [-1.670, 6.085, -1.606], [-0.853, 4.629, -3.467], [-0.897, 2.164, -3.178], [-2.597, 0.601, -5.484], [-2.541, -0.904, -3.818], [-0.310, -0.531, -2.731], [-3.887, -0.116, -1.960], [-2.729, -3.135, -3.986], [0.014, 0.216, 0.370], [1.615, 0.287, -0.158], [2.270, -1.323, -0.958], [3.040, -1.331, -2.113], [3.530, -2.532, -2.595], [3.254, -3.712, -1.927], [2.491, -3.699, -0.769], [1.991, -2.504, -0.279], [1.880, 1.908, -1.164], [2.105, 1.946, -2.536], [2.317, 3.166, -3.161], [2.285, 4.341, -2.428], [2.039, 4.306, -1.065], [1.852, 3.090, -0.427], [2.574, 0.476, 1.504], [3.895, 0.056, 1.603], [4.573, 0.198, 2.804], [3.930, 0.755, 3.901], [2.609, 1.164, 3.802], [1.928, 1.024, 2.604], [3.262, -0.410, -2.645], [4.123, -2.544, -3.500], [3.634, -4.648, -2.312], [2.266, -4.617, -0.251], [1.378, -2.502, 0.619], [2.082, 1.038, -3.128], [2.498, 3.192, -4.224], [2.450, 5.288, -2.922], [2.008, 5.223, -0.491], [1.695, 3.066, 0.648], [4.393, -0.400, 0.750], [5.598, -0.135, 2.885], [4.459, 0.861, 4.838], [2.106, 1.586, 4.661], [0.887, 1.316, 2.524]],
  "total_charge": 0,
  "gap_ev": 5.191,
  "energy_ha": -5761.780425
}

Number 1: E_HOMO -9.000 eV. Number 2: E_HOMO -8.610 eV. Number 3: E_HOMO -7.832 eV. Number 4: E_HOMO 0.458 eV. Number 5: E_HOMO -4.369 eV. Number 6: E_HOMO -7.151 eV.